92
Properties=species:S:1:pos:R:3:forces:R:3:lowdin_charge:R:1 method="wB97M-V/def2-TZVPD" total_energy_ev=-82418.4081 e_lumo_ha=0.075 charge=-1 largest_force_ha_per_bohr=0.016
Ba -0.72626 -0.06959 -0.21797 0.77 0.25 -0.05 1.7877
O -1.42520 -5.47182 3.83710 0.00 0.00 0.01 0.0604
C -1.33875 -4.40973 2.98821 -0.01 0.01 -0.01 -0.2851
C -1.21975 -4.57459 1.61438 0.05 -0.03 0.00 0.0562
C -1.14343 -3.44109 0.82812 -0.16 0.03 -0.10 -0.1912
N -1.17413 -2.21115 1.33664 -0.05 -0.37 0.21 0.0158
C -1.28732 -2.05934 2.65626 -0.14 0.07 -0.03 -0.1801
C -1.39028 -3.13204 3.52309 0.09 0.01 0.03 0.0713
C -1.34609 -0.61381 3.17724 0.04 0.02 0.13 -0.6654
O -1.48089 -0.46198 4.39165 0.03 -0.03 -0.02 0.0091
O -1.23257 0.28464 2.28794 -0.18 -0.04 -0.09 -0.2697
C -1.11114 -3.54922 -0.70201 -0.08 -0.15 -0.02 -0.6840
O -1.19525 -4.67690 -1.20060 0.01 0.03 0.05 0.0031
O -1.03888 -2.44574 -1.32202 -0.10 -0.06 0.00 -0.2690
H -1.35753 -6.28241 3.32177 0.00 0.00 0.00 0.1023
H -1.19759 -5.54599 1.13536 0.00 0.00 0.00 0.1222
H -1.49580 -2.95274 4.58298 0.01 0.00 0.00 0.1277
S 1.83692 1.82339 -0.55003 -0.03 0.19 -0.05 0.4906
C 1.24374 3.41573 -0.91594 -0.10 -0.10 0.07 -0.8146
N 1.97142 4.44066 -1.22187 -0.10 0.09 -0.03 0.0293
N 3.28856 4.23058 -1.25062 0.14 0.00 0.00 -0.0317
C 4.17259 5.24885 -1.54340 -0.09 -0.06 0.01 -0.2444
C 3.73546 6.54168 -1.84326 0.01 0.01 0.01 -0.0362
C 4.66372 7.52848 -2.13009 0.01 -0.02 0.00 -0.1075
C 6.02637 7.25812 -2.12689 0.01 0.04 -0.01 -0.1279
C 6.45520 5.97113 -1.82853 -0.02 -0.02 0.01 -0.1125
C 5.54278 4.97214 -1.53834 0.04 0.04 -0.02 -0.0417
N -0.13266 3.77942 -0.93127 0.19 -0.03 -0.06 0.0356
N -0.91927 2.86813 -0.63843 -0.11 0.07 0.07 -0.0553
C -2.29304 3.25257 -0.68632 -0.12 0.02 0.05 -0.2708
C -3.14093 2.67044 0.24926 0.08 0.00 0.01 -0.0425
C -4.49493 2.96543 0.22487 -0.02 0.01 0.01 -0.0826
C -5.00601 3.82036 -0.74222 0.02 0.00 0.00 -0.1042
C -4.15353 4.39394 -1.67895 -0.04 -0.01 0.01 -0.0943
C -2.79675 4.11805 -1.65111 0.08 -0.04 -0.01 -0.0314
H 3.61109 3.28955 -1.03514 -0.01 0.01 0.01 0.0554
H 2.67507 6.74689 -1.84178 0.00 0.00 0.00 0.0961
H 4.31430 8.52792 -2.35984 0.00 0.00 0.00 0.0953
H 6.74228 8.03779 -2.35197 0.00 0.00 0.00 0.0878
H 7.51349 5.74039 -1.82003 0.00 0.00 0.00 0.0951
H 5.88247 3.96979 -1.30489 0.00 0.00 0.00 0.1068
H -2.72772 2.01712 1.01263 -0.02 0.00 0.01 0.0897
H -5.15073 2.52517 0.96527 0.00 0.00 0.00 0.1032
H -6.06573 4.04202 -0.76619 0.00 0.00 0.00 0.0936
H -4.55085 5.06027 -2.43475 0.00 0.00 0.00 0.0962
H -2.11538 4.55347 -2.36966 0.00 0.00 0.00 0.1049
C 3.93457 0.03009 2.25549 -0.02 -0.01 -0.01 -0.0331
C 2.49105 -0.27071 2.58225 -0.03 0.00 0.11 -0.4925
C 1.74372 0.80870 3.31454 -0.01 0.01 0.00 -0.0135
O 1.96756 -1.31487 2.25100 0.04 0.08 -0.09 0.0557
H 4.47102 0.32330 3.15965 0.00 0.01 0.00 0.0801
H 3.95759 0.87986 1.56686 0.01 0.00 0.00 0.0670
H 4.41706 -0.83360 1.80288 -0.01 0.00 -0.01 0.0689
H 2.41131 1.37372 3.96619 0.00 0.00 0.00 0.0807
H 0.90335 0.40426 3.87389 0.02 -0.01 -0.01 0.0701
H 1.34619 1.49889 2.56440 0.01 0.01 0.00 0.0720
C -4.98531 -0.19958 -3.36473 0.06 0.06 -0.04 -0.1804
P -3.54304 -0.97699 -2.60717 -0.06 -0.05 -0.02 0.5499
C -4.22592 -2.30725 -1.60331 0.02 -0.01 -0.02 -0.1484
C -2.59677 -1.74514 -3.94097 -0.03 -0.01 0.04 -0.1539
O -2.75998 0.04052 -1.83466 -0.16 0.01 -0.08 -0.5697
H -5.54499 -0.90567 -3.97862 -0.01 0.00 0.00 0.0484
H -4.65028 0.63808 -3.97725 -0.02 -0.01 -0.01 0.0548
H -5.62544 0.18741 -2.57141 0.00 0.01 0.00 0.0530
H -5.06399 -2.78366 -2.11427 0.02 -0.01 -0.03 0.0564
H -4.57428 -1.89024 -0.65782 0.00 0.01 0.00 0.0656
H -3.44937 -3.04490 -1.41308 -0.02 -0.02 0.04 0.0350
H -3.17469 -1.81089 -4.86284 -0.03 -0.03 0.02 0.0479
H -2.26238 -2.73181 -3.62288 0.05 0.02 0.00 0.0494
H -1.71372 -1.12958 -4.11036 -0.01 0.01 -0.03 0.0561
C 2.25542 -2.97807 -0.73731 -0.04 -0.03 0.05 -0.1559
N 3.25124 -3.78759 -1.45234 0.00 0.01 0.01 -0.0829
C 2.79642 -3.94011 -2.83650 -0.02 -0.01 0.00 -0.1727
N 2.63412 -2.65058 -3.51700 0.00 0.00 0.00 -0.0866
C 1.65246 -1.86752 -2.75629 -0.01 0.01 -0.02 -0.1809
N 2.06625 -1.65948 -1.36009 -0.07 0.08 -0.08 -0.0961
C 3.36430 -0.97229 -1.37937 0.04 -0.11 0.02 -0.2196
N 4.39103 -1.73690 -2.10100 0.00 -0.01 0.01 -0.0859
C 4.51297 -3.04967 -1.46293 0.01 -0.01 0.00 -0.1850
C 3.91595 -1.94579 -3.46969 0.00 0.00 -0.01 -0.1867
H 2.57338 -2.83221 0.29626 -0.01 0.00 0.01 0.1166
H 1.30714 -3.51479 -0.74574 0.05 0.01 -0.01 0.1099
H 1.83640 -4.46027 -2.83430 0.00 0.00 0.00 0.1283
H 3.52705 -4.53991 -3.38630 0.00 0.00 0.00 0.1183
H 0.69242 -2.38395 -2.76000 0.02 0.00 0.00 0.1041
H 1.54273 -0.88720 -3.23074 -0.01 0.00 0.00 0.1272
H 3.69502 -0.82489 -0.35208 0.00 0.02 0.04 0.0978
H 3.24269 0.00381 -1.84526 0.01 -0.01 -0.04 0.0575
H 4.84844 -2.91133 -0.43229 0.00 0.00 0.00 0.1213
H 5.26344 -3.63537 -2.00145 0.00 0.00 0.00 0.1179
H 4.66152 -2.52843 -4.01796 0.00 0.00 0.00 0.1178
H 3.80306 -0.97363 -3.95497 0.00 0.00 0.00 0.1229